No. 1
ORCA calculation (wB97M-V/def2-TZVPD) on 12 unconnected molecules or ions with the total composition C39H111N15O12.

XYZ file:
```
177
Properties=species:S:1:pos:R:3:forces:R:3
O -4.18563 2.59034 -3.52527 -0.45 -0.41 0.85
O 6.17998 3.28328 3.91720 0.31 -0.13 -1.91
O 5.78602 4.51646 -2.01330 0.34 2.04 0.86
O -2.26625 1.43573 4.96377 0.01 -0.53 1.59
O -3.22525 0.18958 2.33746 1.02 0.20 -0.19
O 4.64412 0.13856 -5.63505 -1.15 1.06 2.75
O -2.41987 -4.91007 1.06674 -1.41 1.56 -1.90
O 1.96437 5.66564 0.82770 -0.41 0.05 -6.17
O 0.72409 1.89198 1.49576 -0.68 0.21 -0.29
O -0.96404 -7.52191 -2.85116 1.25 1.06 0.55
O -5.11150 -2.79315 -2.18143 0.18 0.30 0.68
O 1.07277 -3.35606 3.73510 -0.74 -0.05 1.40
N -7.27253 -4.76163 -2.25346 -0.67 -0.47 1.44
N 1.46463 -3.07362 1.58111 -0.59 1.49 -3.75
N 8.15182 5.20602 3.29047 -0.66 -0.67 0.12
N -1.95331 -2.42015 3.71990 0.97 0.03 0.21
N -4.83842 1.38934 1.40131 -2.75 1.20 -4.00
N 3.07375 6.28027 2.61143 5.23 3.54 2.82
N 1.62482 -6.02584 -2.37644 1.56 -1.09 -0.06
N -4.35098 1.82504 3.40320 -0.11 2.36 3.91
N -5.61080 -0.04108 -1.28322 1.26 -0.32 0.76
N 2.57437 -4.56992 2.62172 3.13 -3.62 0.84
N 1.87477 -0.22037 -5.34066 1.05 -0.18 -1.25
N -4.29669 -0.64929 5.13231 0.00 0.21 -0.67
N 1.34331 5.11677 2.84603 -2.46 -1.58 2.85
N -0.22015 -0.61037 1.42637 0.01 -0.31 -1.16
N 7.48156 7.61496 -3.23629 0.18 1.61 -0.86
C -2.27379 -7.97436 -2.73965 -1.07 1.15 -0.43
C -3.95614 -0.89837 7.44230 1.60 -0.25 0.37
C -3.85389 -3.45819 -2.01803 -1.10 -0.53 -1.16
C -7.14360 1.52265 -2.22208 1.14 1.23 -0.74
C -2.31104 0.52814 6.08185 -0.73 -0.26 0.14
C -4.55066 1.98304 -2.28683 0.00 -0.72 -0.07
C -1.02777 1.55444 4.32301 -0.10 -0.72 -0.39
C -6.46588 -4.48666 -3.41106 -0.86 -0.54 0.05
C 2.12596 5.73152 1.97744 -2.41 -2.24 0.67
C -1.84391 -6.08611 1.37646 1.28 -1.13 1.18
C -3.77952 -3.97083 3.69951 -0.08 0.00 -0.73
C 1.94004 0.39299 -2.98001 -0.03 0.83 0.05
C -5.69674 0.93411 -2.34872 -2.43 0.58 -0.41
C -1.56730 -0.46870 -0.71706 0.93 0.72 0.95
C -2.08103 -3.75317 1.77772 -0.83 0.66 -1.45
C 8.32858 4.57008 0.99441 0.44 -1.47 -1.17
C 4.04116 -0.00741 -4.25274 0.35 0.12 -2.41
C 7.29294 6.20636 -3.21666 0.17 -1.15 1.41
C 0.50398 -4.15997 -1.67200 -1.20 2.62 0.61
C 5.02217 4.00208 4.20856 -1.19 -0.17 0.51
C 0.37645 -5.61143 -1.85342 -1.44 -1.50 -0.86
C 1.64805 -3.67516 2.71560 -1.35 1.72 1.54
C 6.63265 3.32733 2.53321 0.71 0.12 -0.04
C -2.35256 -3.73632 3.23032 -0.44 0.80 1.61
C 4.70801 -1.00799 -6.37232 1.18 -1.30 -1.19
C -3.77436 0.06357 6.27139 -0.72 0.03 1.28
C -4.05638 1.10768 2.35981 1.86 -2.96 0.66
C -0.33715 0.11039 0.13317 -1.00 -0.26 0.22
C 7.40792 4.65981 2.13778 -1.05 0.21 1.76
C 8.53714 5.55244 -2.62757 -0.46 -1.15 -0.18
C -0.37751 1.61082 0.59047 0.15 -0.13 -1.12
C 6.17210 5.92651 -2.21750 -0.90 -1.48 -1.69
C 2.62152 0.52355 -4.33035 -1.01 0.02 0.55
C -3.03457 3.37555 -3.36406 1.02 0.10 -1.59
C -0.81541 -6.05328 -2.79558 1.10 -0.68 0.10
C 1.97641 2.18951 0.89953 -0.31 0.53 -1.21
C -7.41842 -4.76097 -4.59873 1.24 0.85 -0.09
C 4.73747 4.58764 -1.01907 -0.09 -2.18 -1.35
C -5.90340 -3.08326 -3.31952 0.12 0.94 -0.40
H -4.21405 -4.78005 3.11262 -0.15 -0.48 0.62
H 4.00586 -1.05746 -3.96250 0.30 -0.11 -0.03
H -7.91082 0.74911 -2.25533 0.12 0.04 0.37
H -1.73776 -0.38873 5.94476 0.29 -0.09 -0.79
H -0.77644 -5.94561 1.54640 0.43 -0.17 0.23
H -0.50096 -5.82520 -3.81402 -0.22 0.54 -0.11
H 2.89847 -4.95413 3.49776 0.19 -0.18 -0.46
H -0.43865 2.28109 -0.26690 0.84 0.29 -0.30
H -4.74948 2.77767 -1.56769 -0.34 0.02 0.31
H -8.15741 -3.97118 -4.73377 -0.18 0.03 0.28
H 5.29763 -0.76327 -7.25581 -0.09 0.10 -0.24
H -1.67029 -4.41776 3.73853 -0.06 -0.33 0.04
H 4.39291 3.42353 4.88487 0.48 -0.14 0.74
H -2.47836 -1.64925 3.33243 -0.54 -0.08 -0.52
H 9.36903 5.56206 -3.33180 0.22 0.18 0.30
H 4.23655 3.62780 -1.14518 0.10 -0.41 0.45
H 0.22577 -6.14662 -0.91588 -0.07 0.18 0.27
H -0.35524 -3.61943 -1.27493 -0.56 -0.58 0.61
H 2.71407 1.54881 -4.68863 -0.08 0.46 0.56
H -7.91055 -5.71513 -4.41038 0.14 0.11 -0.30
H 3.77669 -1.45504 -6.72002 -0.32 0.12 0.27
H 8.79970 3.58939 1.06071 0.49 -0.08 -0.23
H 0.85548 0.50090 -2.99354 -0.07 0.19 -0.48
H -1.04398 -2.33969 3.28776 0.74 0.68 0.65
H -7.37041 2.22714 -3.02229 0.12 -0.18 -0.46
H 8.41623 7.68364 -3.61284 0.14 0.92 -0.09
H -2.68276 -2.98118 1.29810 -0.55 0.16 0.10
H -2.45849 -9.00610 -3.03881 0.81 -0.21 0.48
H 7.54938 4.98425 4.07021 -0.41 0.59 0.58
H 0.68312 -2.44726 1.45076 -0.04 0.41 -0.09
H -4.43799 -3.12345 3.50854 0.23 0.36 -0.31
H -0.29322 2.10498 4.91077 0.00 0.31 -0.04
H 3.90619 5.24288 -1.27930 0.50 0.84 0.33
H -3.35154 -3.48540 -2.98498 0.39 0.17 -0.12
H -6.80559 -4.73314 -5.49971 -0.24 -0.43 -0.30
H -3.48072 -0.45148 8.31544 0.11 -0.20 0.29
H -3.12500 4.35728 -2.89916 -0.62 -0.02 0.21
H -5.71930 -5.28056 -3.43238 0.41 0.22 -0.11
H -5.16154 -0.88188 -1.61688 0.38 -0.16 0.09
H 3.93710 6.54837 2.16103 -0.36 0.25 0.26
H 1.87695 3.01469 0.19435 -0.22 0.32 -0.05
H 1.65326 -7.02810 -2.49798 0.09 -0.08 -0.20
H -0.63591 0.55411 4.13898 0.24 -0.12 -0.07
H -3.68472 1.43218 -1.91967 0.20 -0.07 0.16
H 1.74448 5.07415 3.77196 -0.92 -0.68 -0.07
H -3.65680 1.85537 4.13621 -0.12 -0.14 0.43
H 0.54434 -0.11911 1.86719 0.33 -0.24 0.48
H -3.23731 -2.95357 -1.27419 -0.35 -0.09 0.04
H -4.41149 0.86147 6.65287 -0.11 0.79 -1.05
H -5.45402 2.14772 1.65818 -0.13 -0.15 -1.35
H -2.65621 -7.72278 -1.75041 -0.32 -0.43 0.17
H -2.86845 -7.42749 -3.47137 -0.48 0.27 -0.05
H -2.35890 -0.78936 -0.03981 -0.24 0.54 0.06
H -3.54938 -1.28776 4.89998 0.00 -0.80 0.08
H 2.36645 1.37916 0.28366 0.15 -0.46 0.35
H -1.92347 -6.81198 0.56722 -0.38 0.06 -0.06
H -6.49019 -0.39082 -0.93045 -0.30 0.49 -0.13
H -5.43619 -2.64282 -4.20033 0.60 -0.67 -0.50
H 7.78263 4.56526 0.05101 0.11 0.11 -0.14
H 5.25378 4.96373 4.66648 -0.09 0.22 -0.08
H -1.70328 -5.48529 -2.51777 -0.44 -0.49 0.00
H 9.11361 5.32627 0.99645 -0.29 0.12 0.06
H -3.41735 -1.80478 7.16625 0.04 -0.31 0.36
H 8.73363 6.01159 -1.65871 0.45 0.36 -0.21
H 1.05268 0.23171 -5.71468 -0.81 0.38 1.10
H 0.55029 -0.06014 -0.47633 0.24 0.08 0.16
H 5.23260 6.30383 -2.62134 0.17 1.07 0.44
H -3.79127 -4.05219 4.78640 -0.08 -0.64 -0.11
H -2.66736 3.51113 -4.38134 -0.18 0.51 -0.16
H 7.12845 5.97081 -4.26812 -0.38 -0.81 0.22
H 7.21394 2.41198 2.42210 0.79 0.27 0.30
H 2.31288 1.24080 -2.40529 0.07 -0.38 0.75
H 4.69251 0.58767 -3.61263 -0.22 -0.09 0.12
H -5.73018 0.39621 -3.29616 0.66 0.27 -0.44
H -7.99884 -4.07233 -2.12136 -0.23 0.15 -0.29
H 0.56986 -3.56759 -2.58460 0.79 -0.44 -0.55
H -4.08458 -4.49561 -1.77587 0.47 -0.11 0.50
H -4.30181 -0.08639 4.29373 -0.21 0.23 0.20
H -2.15819 2.89642 -2.92762 -0.28 -0.64 0.72
H 0.56948 4.51467 2.60364 0.30 0.19 -0.13
H -1.09801 -3.34394 1.54474 0.62 -0.78 0.20
H 5.13752 4.62682 -0.00589 -0.13 0.57 0.04
H 2.71326 2.54216 1.62119 -0.28 -0.45 0.38
H 3.06793 -4.70033 1.75022 0.13 -0.24 0.63
H -4.75830 0.95980 0.49072 -0.59 -0.18 -0.19
H -2.29961 -6.45684 2.29461 0.16 -0.65 0.15
H 1.85568 -5.57093 -3.24813 -0.07 -0.01 -0.13
H -6.75875 -2.41328 -3.23234 -0.34 -0.01 0.37
H 1.91319 -3.50597 0.78614 -0.47 0.55 -0.08
H -1.25518 1.98998 3.35003 0.40 0.30 0.13
H 5.30870 -1.77681 -5.88630 -0.11 -0.33 0.34
H 2.90737 6.38831 3.60176 1.01 0.43 -0.33
H -6.79742 -4.77226 -1.36224 0.51 -0.03 -0.09
H -1.86257 0.96039 6.97635 -0.23 0.53 0.15
H 5.88336 3.12182 1.76874 -0.92 0.40 0.34
H -1.03130 -0.25963 1.91537 -0.54 -0.37 0.54
H -5.28773 2.15109 3.59370 0.39 0.03 -0.16
H 2.46024 0.07044 -6.11057 0.46 -0.97 -1.01
H 8.84815 4.50720 3.50697 0.91 -0.09 -0.27
H 1.30704 -3.88212 -0.98936 0.19 -0.26 -0.44
H -1.31291 1.87874 1.08174 0.05 -0.57 0.64
H 2.09355 -0.58812 -2.53060 0.44 0.10 0.16
H -1.90275 0.25871 -1.45628 -0.23 0.13 0.18
H 8.30898 4.52015 -2.36220 0.17 -0.31 -0.29
H 4.27060 4.10820 3.42627 0.65 0.33 -0.89
H 7.48187 8.07491 -2.33710 0.06 -0.22 0.29
H -4.96837 -1.18047 7.73202 -0.10 0.36 -0.56
H 6.64909 5.39002 1.85659 -0.30 0.24 0.34
H -7.18291 2.20153 -1.37022 -0.28 -0.54 0.60
H 6.54844 6.36763 -1.29453 -0.55 0.11 0.38
H -1.34515 -1.36844 -1.29083 0.70 0.00 0.09
```
Positions in Å, forces in eV/Å.

Output
gap between HOMO and LUMO: 8.8 eV
ΔE to the lowest compared entry with this formula, charge and spin: 7.5697 eV
HOMO: -8.436 eV

***

No. 2
ORCA calculation (wB97M-V/def2-TZVPD) on C9H11BClNO in the gas phase.

XYZ file:
```
24
Properties=species:S:1:pos:R:3:forces:R:3
Cl -4.15701 0.98680 -0.67012 0.34 -0.16 0.72
O 2.55177 1.15752 2.31884 0.78 0.30 -0.01
N -2.12744 0.39527 1.19033 0.15 1.66 1.35
C -1.89271 -1.42736 -2.48791 -0.71 -0.18 -2.77
C 3.46479 0.24028 -0.16670 -1.67 0.01 -0.44
C -0.36142 -0.14941 -0.36657 0.01 -1.74 -1.30
C -3.07626 -0.07362 0.27900 2.65 -2.45 -2.51
C 0.29192 0.88071 1.77387 -4.04 -0.46 -0.70
C 1.98298 0.25331 0.23841 0.24 -1.47 -3.89
C 1.01438 -0.26889 -0.69433 2.10 2.13 2.44
C 1.60129 0.80850 1.43825 -0.52 -0.74 0.13
C -0.77696 0.37825 0.87909 1.69 1.08 1.15
B -1.38042 -0.82953 -1.24503 -1.78 3.09 3.51
H -0.03437 1.32309 2.71499 0.19 -0.08 -0.04
H -2.46124 0.85424 2.08099 0.94 -0.72 -1.38
H 2.12297 1.30442 3.15995 -0.01 0.22 0.42
H -3.45452 -1.04308 0.57833 -1.09 0.40 -0.04
H -2.89876 -1.02130 -2.79541 0.81 -0.47 0.66
H -1.95548 -2.48631 -2.32464 -0.53 -0.84 0.21
H 3.78867 1.27149 -0.19435 0.61 0.11 0.26
H 3.60002 -0.17419 -1.17890 -0.16 0.07 0.43
H 1.47846 -0.61487 -1.64408 -1.05 0.01 0.69
H 3.97288 -0.37595 0.54024 0.92 -0.10 0.46
H -1.29353 -1.38940 -3.42426 0.12 0.34 0.67
```
Positions in Å, forces in eV/Å.

Output
gap between HOMO and LUMO: 7.5 eV
ΔE to the lowest compared entry with this formula, charge and spin: 3.9513 eV
HOMO: -7.292 eV

***

No. 3
ORCA calculation (wB97M-V/def2-TZVPD) on a molecular structure, C7H14N2.

XYZ file:
```
23
Properties=species:S:1:pos:R:3:forces:R:3
N 3.32592 -0.67483 -1.23798 -0.68 -0.60 0.45
N -2.45183 -0.44338 -0.52224 0.57 -0.07 0.18
C -2.22622 -0.30213 1.91886 0.06 -0.06 0.10
C 0.23248 0.26060 -1.83410 0.17 0.04 -0.03
C -1.71966 -0.44306 0.51017 1.24 -1.61 0.13
C 0.24643 -0.91090 0.37834 -6.19 0.43 0.89
C 0.74404 1.55884 0.28128 0.16 -0.08 0.05
C 0.63812 0.21435 -0.38968 4.67 -0.76 -0.48
C 2.52640 -0.61865 -0.26059 -0.55 2.41 -1.62
H -0.82254 0.55890 -1.90198 0.27 -0.21 0.02
H -3.45758 -0.31332 -0.32455 0.46 0.11 0.18
H -3.31568 -0.43159 1.97812 0.17 0.13 -0.10
H 2.88307 -0.45101 -2.13615 0.01 0.22 0.20
H 0.35156 -0.71429 -2.31214 -0.11 0.06 0.01
H 0.91169 1.47228 1.35621 0.05 -0.04 -0.03
H 2.95252 -0.84146 0.73338 -0.58 0.01 -0.03
H 0.17838 -1.86823 -0.12932 0.17 0.06 0.08
H -1.96263 0.68234 2.31419 0.02 -0.04 0.06
H 1.57119 2.12829 -0.15336 -0.18 0.01 0.05
H 0.51962 -0.93733 1.42819 0.19 -0.07 -0.12
H -1.76281 -1.05717 2.55950 0.00 0.11 0.00
H -0.17577 2.13063 0.13247 -0.07 -0.02 -0.03
H 0.81328 1.00110 -2.38861 0.13 -0.02 0.05
```
Positions in Å, forces in eV/Å.

Output
gap between HOMO and LUMO: 8.2 eV
ΔE to the lowest compared entry with this formula, charge and spin: 4.3527 eV
HOMO: -7.413 eV

***

No. 4
ORCA calculation (wB97M-V/def2-TZVPD) on C2H7N3S in the gas phase.

XYZ file:
```
13
Properties=species:S:1:pos:R:3:forces:R:3
S 2.54014 -0.25609 -0.15611 0.34 -0.24 1.62
N -1.28293 -1.59215 -0.56448 4.11 -1.31 5.52
N 1.25725 0.76395 -0.47100 -3.47 -1.43 1.80
N -0.88744 1.88762 -0.31794 -0.51 -0.74 3.40
C -0.22628 0.81640 -0.07606 2.06 -1.29 -0.74
C -0.81433 -0.50003 0.50135 -0.99 1.19 -0.06
H -1.45176 -1.20759 -1.45630 0.59 0.22 -1.31
H -1.65869 1.86424 0.51527 1.38 -0.02 -3.23
H -0.37761 -2.38699 -0.35944 -3.76 3.14 -2.11
H -1.69270 0.02649 1.18350 1.85 -2.34 -1.43
H 1.40689 1.51307 -1.04342 1.01 2.42 -1.51
H 3.16241 0.05127 1.18888 -1.46 0.08 -2.12
H 0.02506 -0.98020 1.05573 -1.14 0.31 0.17
```
Positions in Å, forces in eV/Å.

Output
gap between HOMO and LUMO: 9.9 eV
ΔE to the lowest compared entry with this formula, charge and spin: 3.5733 eV
HOMO: -9.373 eV

***

Question: Number 4 is which compound?
Answer: C2H7N3S